Record 1
Here is a 3-piece molecular cluster, C19H35F3N2O7 overall at a distorted geometry from the Open Molecules 2025 dataset. Energies are from ωB97M-V/def2-TZVPD.

Geometry as XYZ:
```
66
Properties=species:S:1:pos:R:3:mulliken_charge:R:1
C -0.95420 -0.80339 1.98958 -1.335
C -1.74331 0.58762 1.92682 0.615
C -1.32243 1.39459 3.15178 -0.267
N -0.96552 2.22852 3.87257 -0.547
C -3.27037 0.25475 1.86988 0.443
C -3.52268 -0.30896 0.44492 0.044
N -3.64876 -0.54977 -0.67507 -0.497
C -4.22712 1.48813 2.06365 -0.914
O -5.30374 1.23003 2.97520 -0.379
C -6.36141 0.63120 2.37409 0.914
F -7.32201 0.52136 3.31812 -0.275
F -6.90127 1.33781 1.37145 -0.255
F -6.11512 -0.62097 1.94716 -0.245
H -0.04004 -0.67632 2.60449 0.415
H -0.71557 -1.15147 0.95918 0.361
H -1.62538 -1.54234 2.48744 0.292
H -1.41732 1.04890 0.96485 0.360
H -3.55155 -0.56754 2.56940 0.423
H -3.68646 2.37739 2.46461 0.448
H -4.57180 1.79975 1.04813 0.404
C -1.13058 -6.38171 -1.19157 -0.827
O 0.03231 -6.14931 -0.42117 -0.243
C 1.08071 -7.07685 -0.65848 -0.530
C 2.43252 -6.38405 -0.75792 -0.275
O 2.61576 -5.55939 -1.90399 -0.465
C 1.84895 -4.36310 -1.99708 -0.364
C 2.17431 -3.29408 -0.96421 -0.492
O 1.75319 -3.67312 0.33962 -0.251
C 2.69689 -3.37636 1.35222 -0.858
H -1.76314 -7.12787 -0.70277 0.296
H -1.68048 -5.44192 -1.26316 0.238
H -0.88730 -6.70935 -2.20724 0.385
H 0.90356 -7.65442 -1.57179 0.359
H 1.10178 -7.77133 0.19031 0.368
H 3.19080 -7.16731 -0.84523 0.423
H 2.66960 -5.84036 0.15617 0.061
H 0.78277 -4.58576 -2.01788 0.112
H 2.08825 -3.94538 -2.97894 0.423
H 1.63650 -2.37518 -1.22767 0.359
H 3.25186 -3.09014 -0.98744 0.357
H 3.72152 -3.56856 1.02298 0.415
H 2.48693 -4.03156 2.19925 0.246
H 2.58766 -2.33594 1.67311 0.269
C 1.82176 3.06671 1.29058 -0.705
O 1.06291 3.66646 0.25787 -0.219
C 0.45952 4.89926 0.62297 -0.501
C 0.59738 5.94013 -0.47916 -0.366
O 1.91933 6.41226 -0.71440 -0.466
C 2.86489 5.50554 -1.27362 -0.277
C 2.58456 5.06524 -2.70320 -0.520
O 1.45291 4.20942 -2.78097 -0.242
C 0.59431 4.49783 -3.86925 -0.832
H 1.15874 2.48978 1.94079 0.125
H 2.55137 2.39908 0.82861 0.245
H 2.36790 3.81026 1.87918 0.397
H 0.88903 5.29475 1.54906 0.386
H -0.60670 4.70469 0.79310 0.300
H 0.03112 6.82090 -0.16329 0.423
H 0.13271 5.60349 -1.40563 0.121
H 3.01925 4.65058 -0.61623 0.061
H 3.81240 6.05138 -1.28476 0.421
H 3.44810 4.49944 -3.07308 0.379
H 2.45120 5.95462 -3.33132 0.345
H 0.48823 5.57456 -4.02735 0.391
H -0.39000 4.09408 -3.62660 0.230
H 0.96075 4.01326 -4.77862 0.297
```

Output
net charge = 0
structure (SMILES) = C[C@H](C#N)[C@H](C#N)COC(F)(F)F.COCCOCCOC.COCCOCCOC
2S+1 = 1
HOMO level = -9.189 eV



Record 2
Here is one molecule with the formula C6H10O from the Open Molecules 2025 dataset. Energies are from ωB97M-V/def2-TZVPD.

Geometry as XYZ:
```
17
Properties=species:S:1:pos:R:3:mulliken_charge:R:1
C 2.13998 0.00440 -0.29224 -1.182
C 0.97265 0.79738 0.30105 -0.425
C -0.02195 -0.14552 0.94288 0.098
O -0.99254 0.46676 1.85060 -0.206
C -2.05216 -0.18337 1.37516 -0.542
C -1.71666 -0.06569 -1.07357 -1.367
C -1.22737 -0.75530 0.20210 0.231
H 1.80208 -0.69323 -1.06789 0.299
H 2.64093 -0.58434 0.48579 0.330
H 2.88661 0.66735 -0.73886 0.354
H 0.49110 1.41174 -0.46855 0.325
H 1.34149 1.48389 1.07185 0.298
H 0.52196 -0.89526 1.52869 0.324
H -2.23601 0.86832 -0.83825 0.357
H -2.43352 -0.70232 -1.59829 0.365
H -0.90134 0.16633 -1.76292 0.283
H -1.21526 -1.84116 0.08245 0.458
```

Output
energy relative to the best compared isomer or geometry (same formula, charge and spin) = 66.48 kcal/mol
net charge = 0
2S+1 = 1
HOMO level = -8.493 eV



Record 3
Here is one molecule with the formula C3H8N2 at a distorted geometry from the Open Molecules 2025 dataset. Energies are from ωB97M-V/def2-TZVPD.

Geometry as XYZ:
```
13
Properties=species:S:1:pos:R:3:mulliken_charge:R:1
C -1.42931 -0.77958 -0.46390 -1.042
C -0.09182 -0.15328 -0.07177 0.693
N 0.30471 -0.56460 1.28144 -0.739
C 0.55555 0.76115 -0.80358 -0.459
N 1.69404 1.36077 -0.25286 -0.553
H -1.33264 -1.31908 -1.43972 0.266
H -1.75573 -1.48820 0.38855 0.271
H -2.21554 -0.01000 -0.58973 0.255
H -0.38401 -1.05864 1.82198 0.261
H 1.07697 -1.18497 1.08913 0.228
H -0.02521 1.22692 -1.57438 0.325
H 1.59124 2.31663 0.03995 0.215
H 2.01176 0.89287 0.57489 0.279
```

Output
energy relative to the best compared isomer or geometry (same formula, charge and spin) = 48.85 kcal/mol
net charge = 0
structure (SMILES) = C/C(N)=C/N
2S+1 = 1
HOMO level = -7.698 eV



Record 4
Here is a 2-piece molecular cluster, C6H10N2O3 overall at a distorted geometry from the Open Molecules 2025 dataset. Energies are from ωB97M-V/def2-TZVPD.

Geometry as XYZ:
```
21
Properties=species:S:1:pos:R:3:mulliken_charge:R:1
C -0.15858 -0.73333 1.72780 -1.324
C -0.97324 -0.83488 0.45784 0.592
C -1.38503 -2.26307 0.17680 -0.492
O -2.69826 -2.17648 -0.33804 -0.383
C -3.26851 -1.08500 0.31885 -0.181
O -2.21651 -0.15544 0.54925 -0.396
H 0.69861 -1.39666 1.67912 0.345
H -0.81087 -1.01065 2.56486 0.377
H 0.19335 0.29307 1.85828 0.301
H -0.40985 -0.42381 -0.39710 0.062
H -0.74113 -2.75681 -0.55218 0.333
H -1.38451 -2.88594 1.08592 0.274
H -4.01881 -0.64441 -0.35725 0.197
H -3.72798 -1.39817 1.25401 0.283
N 3.87497 0.33084 0.14003 -0.363
C 3.13596 1.09719 -0.34895 0.205
C 1.98421 1.90841 -0.76583 0.582
N 1.95959 2.32018 -2.07471 -0.445
O 1.06793 2.03834 0.01383 -0.480
H 2.84005 2.43217 -2.53498 0.250
H 1.28515 3.04674 -2.25727 0.265
```

Output
energy relative to the best compared isomer or geometry (same formula, charge and spin) = 53.98 kcal/mol
net charge = 0
structure (SMILES) = C[C@H]1COCO1.N#CC(N)=O
2S+1 = 1
HOMO level = -9.656 eV



Record 5
Here is one molecule with the formula CH6N2S at a distorted geometry from the Open Molecules 2025 dataset. Energies are from ωB97M-V/def2-TZVPD.

Geometry as XYZ:
```
10
Properties=species:S:1:pos:R:3:mulliken_charge:R:1
C 0.85593 -1.18246 -0.21340 -0.738
N -1.68271 -0.08437 0.14698 -0.628
N 0.41721 1.41987 0.35779 -0.635
S -0.29860 0.14059 -0.60851 0.323
H 1.10132 -1.39163 -1.28212 0.256
H 0.48874 -1.99099 0.41462 0.311
H 1.64527 -0.79354 0.33306 0.322
H -2.53213 0.29930 -0.42692 0.209
H -0.08795 2.30301 0.03561 0.285
H 0.09293 1.28021 1.24289 0.296
```

Output
energy relative to the best compared isomer or geometry (same formula, charge and spin) = 51.46 kcal/mol
net charge = 0
2S+1 = 1
HOMO level = -8.493 eV



Record 6
Here is C31H50AsN4O10PSTa as an isolated structure at a distorted geometry from the Open Molecules 2025 dataset. Energies are from ωB97M-V/def2-TZVPD.

Geometry as XYZ:
```
99
Properties=species:S:1:pos:R:3:mulliken_charge:R:1
Ta 1.03920 0.36772 0.28894 1.812
O 1.97218 1.72950 3.92513 -0.667
C 1.82993 0.76599 3.21781 -0.234
O 2.04178 0.83182 1.90232 -0.772
C 1.43897 -0.58517 3.74637 0.993
C 1.46442 -0.68682 5.13955 -0.722
C 1.09102 -1.84120 5.79517 -0.789
C 0.66624 -2.92972 5.04238 -0.752
C 0.63282 -2.84657 3.66356 -1.049
C 1.02112 -1.68823 2.98195 0.909
S 0.89763 -1.87545 1.20644 -0.603
H 1.78244 0.18563 5.69433 0.481
H 1.12560 -1.89081 6.87446 0.431
H 0.35992 -3.84817 5.52565 0.446
H 0.29734 -3.69840 3.08568 0.521
O -0.19904 2.79944 -2.67523 -0.631
C 0.11699 1.85598 -2.01409 0.360
O 1.10558 1.80168 -1.12997 -0.903
C -0.66657 0.51573 -2.04381 0.506
O -1.61311 0.30080 -2.73321 -0.588
O -0.19298 -0.34433 -1.11841 -0.343
C -2.59420 -4.27293 -0.22605 -0.657
N -2.68763 -3.20788 0.74844 0.270
C -3.14528 -3.55400 2.07745 -0.881
C -2.33347 -1.94893 0.44200 0.297
O -2.37001 -1.00377 1.22113 -0.464
H -3.57115 -4.73031 -0.39466 0.348
H -1.90419 -5.04810 0.11485 0.319
H -2.22932 -3.87286 -1.17055 0.005
H -4.15780 -3.96059 2.04118 0.339
H -3.13644 -2.65978 2.69381 0.161
H -2.48786 -4.30686 2.51883 0.314
H -1.98569 -1.83268 -0.59258 -0.233
C -0.89356 1.87040 -6.73917 -1.609
C -0.33878 0.72506 -5.94627 0.601
C 0.91596 0.81477 -5.35278 -0.953
C 1.42609 -0.19794 -4.55772 1.216
C 2.80057 -0.01591 -3.97467 -1.093
C 0.64001 -1.34860 -4.34091 0.937
C 1.06622 -2.41117 -3.43330 -0.744
O 2.01868 -2.38188 -2.67412 -0.530
C -0.61697 -1.47034 -4.96015 0.973
C -1.52218 -2.65791 -4.74851 -1.814
C -1.07862 -0.43351 -5.75488 -0.892
H -0.09995 2.48973 -7.15490 0.393
H -1.50162 2.50525 -6.09081 0.283
H -1.52702 1.52222 -7.55423 0.414
H 1.51026 1.70766 -5.51041 0.334
H 3.26688 0.86725 -4.41163 0.398
H 3.43082 -0.88389 -4.17505 0.450
H 2.76090 0.10951 -2.89295 -0.155
H 0.43293 -3.31376 -3.44016 0.335
H -1.81194 -2.75766 -3.70064 0.161
H -1.06398 -3.59826 -5.05927 0.415
H -2.43364 -2.53312 -5.32941 0.398
H -2.05631 -0.52026 -6.21422 0.355
C -1.11637 4.09490 3.82166 -1.100
N -0.65214 3.46316 2.59320 0.889
C 0.54848 4.06577 2.01193 -0.986
P -1.48021 2.31654 1.79948 -0.209
O -0.38486 1.45044 1.10294 1.817
N -2.37774 1.49916 2.87066 0.451
C -1.71056 0.65473 3.86054 -0.678
C -3.81554 1.26723 2.72190 -1.005
N -2.44888 2.92610 0.64549 0.316
C -3.06557 2.03662 -0.33739 -0.910
C -2.50582 4.34830 0.32397 -0.999
H -1.38159 5.14032 3.64230 0.323
H -0.32026 4.06060 4.56767 0.291
H -1.98593 3.57297 4.21129 0.310
H 0.40801 5.14394 1.90648 0.440
H 0.74332 3.65382 1.02302 0.137
H 1.40823 3.87181 2.65400 0.229
H -0.71313 1.04245 4.05998 0.249
H -1.64516 -0.37627 3.50724 -0.186
H -2.27777 0.69188 4.79158 0.515
H -4.00748 0.29566 2.26950 0.179
H -4.25804 2.05534 2.11899 0.364
H -4.26556 1.30535 3.71509 0.369
H -2.84082 0.99609 -0.09888 -0.132
H -2.69488 2.26301 -1.33935 0.483
H -4.15114 2.15930 -0.33363 0.366
H -2.06969 4.93918 1.12578 0.298
H -3.54559 4.65583 0.20085 0.318
H -1.96833 4.55638 -0.60476 0.257
C 4.12007 -2.74237 -0.41360 -0.754
As 4.26330 -0.86503 -0.12162 0.767
C 5.51947 -0.08439 -1.32467 -1.121
C 4.76854 -0.52795 1.68965 -1.024
O 2.81408 -0.05805 -0.49401 -0.480
H 5.11746 -3.11789 -0.64240 0.507
H 3.44080 -2.90117 -1.25114 0.130
H 3.73173 -3.21850 0.48347 0.365
H 6.51123 -0.49219 -1.13061 0.442
H 5.52409 0.99411 -1.18259 0.350
H 5.21500 -0.32399 -2.34153 0.281
H 5.76475 -0.95056 1.82724 0.562
H 4.06586 -1.01459 2.36341 0.136
H 4.78547 0.54361 1.87415 0.342
```

Output
energy relative to the best compared isomer or geometry (same formula, charge and spin) = 19.09 kcal/mol
net charge = +1
2S+1 = 1
HOMO level = -10.877 eV